Entry 1:
The following is a DFT calculation (the ωB97M-V functional and the def2-TZVPD basis) of 2 unconnected molecules or ions with the total composition C5H11NO at a distorted geometry.

The SMILES is C=NC(=C)CC.O. As for the net charge: 0. The calculation puts the calculated total energy at -327.0073 Ha. The HOMO energy comes out at -9.2 eV. The calculation puts the LUMO energy at 0.67 eV.

```
18
Properties=species:S:1:pos:R:3:lowdin_charge:R:1
C -2.146 -0.220 1.168 0.03
N -0.955 0.067 0.761 0.03
C -0.076 -0.805 0.106 -0.42
C 0.271 -1.886 0.796 0.06
C 0.525 -0.314 -1.180 -0.19
C 2.034 0.079 -0.896 -0.11
H -2.765 0.463 1.600 0.04
H -2.585 -1.129 1.384 0.06
H 1.187 -2.425 0.527 0.07
H -0.203 -2.092 1.705 0.04
H 0.455 -1.082 -2.033 0.13
H -0.033 0.570 -1.615 0.11
H 2.423 0.920 -1.488 0.05
H 2.121 0.306 0.272 0.11
H 2.862 -0.695 -0.935 0.07
O -1.190 3.002 0.174 0.00
H -1.091 2.149 0.356 -0.11
H -0.834 3.091 -0.700 0.03
```

---

Entry 2:
The following is a DFT calculation (the ωB97M-V functional and the def2-TZVPD basis) of 2 unconnected molecules or ions with the total composition C4H8O4 at a distorted geometry.

The SMILES is COC=O.COC=O. As for the net charge: 0. The calculation puts the calculated total energy at -458.1452 Ha. The HOMO energy comes out at -10.8 eV. The calculation puts the LUMO energy at 0.84 eV.

```
16
Properties=species:S:1:pos:R:3:lowdin_charge:R:1
C -5.150 1.121 3.224 -0.08
O -4.117 1.737 2.521 -0.05
C -3.532 1.053 1.575 -0.38
O -3.730 -0.091 1.212 0.06
H -5.977 0.793 2.572 0.10
H -5.523 1.913 3.894 0.10
H -4.825 0.264 3.838 0.10
H -2.715 1.687 1.178 0.15
C 5.378 -1.294 -2.869 -0.09
O 4.683 -0.644 -1.839 -0.08
C 3.333 -0.697 -1.933 -0.31
O 2.649 -1.262 -2.808 0.03
H 5.118 -0.795 -3.818 0.10
H 5.017 -2.336 -2.910 0.10
H 6.476 -1.306 -2.767 0.10
H 2.915 -0.143 -1.070 0.15
```

---

Entry 3:
The following is a DFT calculation (the ωB97M-V functional and the def2-TZVPD basis) of a single C5H6F3N5OS molecule at a distorted geometry.

As for the net charge: 0. The calculation puts the calculated total energy at -1240.7396 Ha. The HOMO energy comes out at -9.3 eV. The calculation puts the LUMO energy at -0.97 eV.

```
21
Properties=species:S:1:pos:R:3:lowdin_charge:R:1
C -2.110 0.300 -2.711 -0.06
C -1.040 -0.627 -2.844 -0.10
C -1.752 1.005 -1.578 -0.12
C 0.239 1.155 -0.005 -0.20
C 0.463 -1.918 2.636 -0.64
N -0.085 -0.328 -1.900 0.06
N 2.378 1.780 0.183 0.19
N 1.595 0.856 0.013 -0.22
N -0.518 0.677 -1.212 -0.15
N -0.042 0.180 1.359 -0.08
O 2.265 0.017 2.286 -0.46
F -0.361 -2.753 1.878 0.04
F 1.399 -2.671 3.269 0.08
F -0.226 -1.269 3.589 0.11
S 1.427 -0.737 1.363 0.93
H -3.004 0.492 -3.279 0.09
H -1.119 -1.385 -3.599 0.09
H -2.198 1.845 -1.012 0.13
H 0.202 2.285 0.009 0.16
H 3.341 1.435 0.270 0.10
H -0.854 -0.340 1.286 0.03
```

---

Entry 4:
The following is a DFT calculation (the ωB97M-V functional and the def2-TZVPD basis) of a molecular structure, C11H20Cl4N5 at a distorted geometry.

As for the net charge: +1. The calculation puts the calculated total energy at -2545.0577 Ha. The HOMO energy comes out at -11.1 eV. The calculation puts the LUMO energy at -3.04 eV.

```
40
Properties=species:S:1:pos:R:3:lowdin_charge:R:1
C -0.731 1.081 0.585 -0.15
C -2.104 1.378 0.315 -0.06
C -3.455 1.671 -0.588 -0.20
C -3.822 0.532 -1.695 -0.21
C -2.897 -0.813 -1.691 -0.14
C -1.382 -0.639 -2.288 -0.04
N -0.821 0.421 -3.260 0.14
C 0.630 -0.009 -3.305 -0.24
N 1.733 0.507 -3.947 0.12
N 0.906 -1.210 -2.427 0.08
N -0.275 -1.611 -1.818 -0.17
N -0.491 -2.642 -0.909 0.10
H 0.433 0.864 0.732 -0.07
H -3.318 2.700 -1.177 0.13
H -4.336 1.837 0.176 0.11
H -4.954 0.215 -1.501 0.13
H -3.813 1.016 -2.771 0.12
H -3.506 -1.665 -2.263 0.14
H -2.803 -1.200 -0.569 0.12
H 2.661 0.397 -3.476 0.14
H 1.587 1.050 -4.837 0.15
H 1.820 -1.700 -2.245 0.05
H -0.693 -2.158 0.000 0.09
H 0.418 -3.160 -0.873 0.05
Cl 2.425 3.612 4.597 0.55
C 0.858 3.994 3.842 -0.66
C 0.057 2.743 3.519 -0.56
Cl 0.794 1.795 2.203 0.67
H 1.049 4.593 2.947 0.07
H 0.306 4.614 4.556 0.08
H -0.947 3.020 3.185 0.08
H -0.043 2.091 4.392 0.08
Cl 3.167 -2.718 -0.775 0.62
C 3.400 -2.320 0.945 -0.61
C 2.962 -3.453 1.860 -0.63
Cl 1.195 -3.682 1.848 0.58
H 2.853 -1.396 1.157 0.07
H 4.467 -2.123 1.083 0.09
H 3.244 -3.227 2.893 0.08
H 3.429 -4.402 1.580 0.08
```

---

Entry 5:
The following is a DFT calculation (the ωB97M-V functional and the def2-TZVPD basis) of a molecular structure, C22H24N5O5PdS.

As for the net charge: +1. The calculation puts the calculated total energy at -2028.7393 Ha. The HOMO energy comes out at -10.9 eV. The calculation puts the LUMO energy at -3.14 eV.

```
58
Properties=species:S:1:pos:R:3:lowdin_charge:R:1
Pd 0.661 1.089 0.239 0.84
C 4.919 1.277 0.256 -0.02
C 5.168 2.393 -0.523 -0.02
C 4.102 3.100 -1.053 0.01
C 2.810 2.687 -0.776 -0.17
N 2.582 1.622 0.018 -0.05
C 3.606 0.921 0.502 -0.10
C 1.605 3.308 -1.370 -0.19
C 1.611 4.500 -2.075 0.01
C 0.418 4.971 -2.602 -0.03
C -0.745 4.245 -2.411 -0.02
C -0.680 3.067 -1.687 -0.08
N 0.468 2.618 -1.189 0.01
H 5.721 0.684 0.668 0.12
H 6.183 2.701 -0.735 0.12
H 4.276 3.948 -1.699 0.12
H 3.347 0.058 1.097 0.10
H 2.523 5.062 -2.205 0.11
H 0.400 5.901 -3.154 0.12
H -1.692 4.584 -2.805 0.12
H -1.549 2.456 -1.479 0.12
O -3.475 -2.609 -0.538 0.05
C -4.054 -1.540 0.088 -0.24
C -5.425 -1.526 0.313 -0.02
C -6.025 -0.440 0.925 -0.07
C -5.263 0.653 1.311 -0.07
C -3.901 0.641 1.075 -0.01
C -3.271 -0.449 0.472 -0.06
C -1.785 -0.415 0.307 -0.54
O -1.107 -1.445 0.292 0.01
O -1.300 0.781 0.210 -0.20
H -4.165 -3.255 -0.728 0.12
H -6.024 -2.376 0.003 0.12
H -7.093 -0.451 1.098 0.11
H -5.726 1.503 1.793 0.11
H -3.286 1.479 1.370 0.12
S 0.866 0.627 2.535 0.73
C 1.203 -1.027 2.755 -0.79
N 1.569 -1.554 3.929 0.03
C 1.907 -2.972 3.795 -0.11
C 1.299 -3.297 2.420 -0.11
N 1.150 -1.969 1.825 0.04
H 1.831 -0.980 4.712 0.14
H 1.467 -3.559 4.597 0.12
H 2.989 -3.112 3.804 0.12
H 0.323 -3.777 2.511 0.13
H 1.947 -3.923 1.812 0.12
H 0.552 -1.821 1.014 0.07
N -0.939 -3.295 -2.192 0.03
C -0.328 -2.018 -2.531 -0.15
C 0.889 -1.787 -1.653 -0.55
O 1.315 -2.882 -1.034 0.10
O 1.432 -0.713 -1.532 0.03
H -1.687 -3.157 -1.519 0.05
H 0.646 -3.570 -1.287 0.10
H -1.298 -3.779 -3.002 0.09
H -0.987 -1.158 -2.402 0.12
H 0.020 -2.018 -3.565 0.14
```

---

Entry 6:
The following is a DFT calculation (the ωB97M-V functional and the def2-TZVPD basis) of a single C2H4N2OS molecule at a distorted geometry.

The SMILES is NC(=S)NC=O. As for the net charge: 0. The calculation puts the calculated total energy at -661.5598 Ha. The HOMO energy comes out at -9.0 eV. The calculation puts the LUMO energy at 0.06 eV.

```
10
Properties=species:S:1:pos:R:3:lowdin_charge:R:1
N 1.384 -0.699 0.663 0.05
C 0.079 -0.609 0.265 -0.95
S -0.786 -1.925 -0.229 0.63
N -0.421 0.706 0.142 0.05
C 0.385 1.767 -0.308 -0.32
O -0.008 2.896 -0.439 0.06
H 1.561 -0.018 1.435 0.13
H 1.538 -1.679 0.932 0.09
H -1.378 0.904 -0.073 0.13
H 1.396 1.420 -0.498 0.12
```